(1)
24
Properties=species:S:1:pos:R:3:forces:R:3:lowdin_charge:R:1 method="wB97M-V/def2-TZVPD" homo_ev=-8.9836 max_force_ev_per_a=5.3 multiplicity=1 de_lowest_ev=2.270 homo_lumo_gap_ev=9.135 smiles=CCS.O.O.O.O.O lumo_energy_ev=0.15
C 0.262 -0.736 -1.917 3.279 -0.551 2.060 -0.26
C -1.063 -1.004 -1.227 0.351 2.692 -2.491 -0.59
S -2.071 -0.315 -2.583 -2.571 0.823 1.861 0.70
H 0.185 -0.669 -3.013 0.185 0.018 0.517 0.02
H 0.887 -1.639 -1.658 0.065 1.068 -0.527 0.07
H 0.849 0.196 -1.479 -1.346 -1.822 -1.064 0.11
H -1.251 -1.987 -0.998 -0.459 -2.456 0.017 0.04
H -1.239 -0.463 -0.339 0.001 0.879 0.909 0.02
H -3.003 0.269 -1.705 0.516 -0.608 -1.311 -0.10
H 0.916 -1.528 0.958 -4.341 -0.253 0.723 -0.07
H 2.188 -2.447 1.156 -0.437 -0.746 0.264 0.04
O 1.804 -1.623 0.901 5.126 1.092 -0.998 0.00
H -1.119 -1.217 2.825 -2.080 1.584 2.306 0.01
H -0.259 -2.407 2.577 0.284 -0.757 0.485 0.05
O -0.594 -1.609 2.198 1.496 -0.798 -2.709 0.00
H -0.463 0.801 1.631 -1.983 1.709 0.148 0.05
H -1.385 1.796 0.842 0.013 0.260 -0.394 0.01
O -1.311 1.376 1.696 1.955 -1.882 0.247 -0.09
H 2.402 2.191 1.275 0.103 1.179 -0.569 0.02
H 2.390 0.895 1.902 -2.058 1.564 0.256 0.09
O 1.789 1.733 1.839 1.928 -2.908 0.182 -0.08
H -0.214 2.594 -2.383 0.152 0.110 0.703 0.03
H 0.364 2.615 -0.882 -1.011 1.152 -1.958 0.05
O -0.063 3.178 -1.615 0.832 -1.350 1.345 -0.10

=====

(2)
189
Properties=species:S:1:pos:R:3:forces:R:3:mulliken_spin:R:1 method="wB97M-V/def2-TZVPD" homo_ev="-9.8763 / -9.8762" max_force_ev_per_a=3.2 multiplicity=2 homo_lumo_gap_ev="8.085 / 3.867" charge=+1 lumo_energy_ev="-1.79 / -6.01"
C -0.670 -2.578 3.647 0.927 0.385 -0.177 0.00
C 0.243 -3.545 4.339 -0.150 0.595 0.270 0.00
O -0.482 -4.125 5.423 0.667 -0.435 -0.253 0.00
H -0.796 -1.690 4.266 -0.654 -0.110 0.090 0.00
H -1.594 -3.096 3.392 -0.055 0.430 -0.206 0.00
H -0.091 -2.244 2.786 -0.463 0.116 -0.559 0.00
H 1.101 -2.995 4.726 0.106 0.011 0.397 0.00
H 0.682 -4.193 3.580 -0.316 -0.866 0.328 0.00
H -0.657 -5.046 5.217 -0.036 -0.086 0.099 0.00
C 3.441 -4.609 0.469 0.475 -0.604 0.230 0.00
C 3.934 -3.476 -0.416 -0.464 -0.706 -0.201 0.00
O 4.450 -4.117 -1.599 -0.112 -0.104 0.773 0.00
H 4.300 -5.093 0.933 0.092 -0.255 -0.178 0.00
H 2.922 -5.355 -0.133 -0.073 0.070 0.032 0.00
H 2.816 -4.335 1.318 -0.222 0.474 -0.211 0.00
H 4.690 -2.947 0.164 0.310 0.344 -0.369 0.00
H 3.085 -2.822 -0.611 0.116 0.287 -0.427 0.00
H 4.655 -3.555 -2.350 -0.187 0.533 0.326 0.00
C -4.629 -5.217 -1.300 -0.637 0.746 -0.262 0.00
C -4.312 -3.705 -1.319 0.302 -1.261 0.554 0.00
O -3.315 -3.519 -2.304 0.383 0.706 -0.584 0.00
H -5.346 -5.476 -0.521 0.052 -0.078 0.016 0.00
H -3.762 -5.877 -1.272 0.232 0.388 0.379 0.00
H -5.081 -5.417 -2.271 -0.255 -0.184 0.020 0.00
H -3.892 -3.315 -0.392 -0.363 -0.137 0.222 0.00
H -5.156 -3.100 -1.651 -0.380 -0.146 0.588 0.00
H -3.862 -3.230 -3.038 0.564 0.115 -0.995 0.00
C -2.919 -2.371 -6.141 -0.848 0.505 0.532 0.00
C -4.414 -2.722 -6.121 1.269 -0.884 -0.736 0.00
O -5.023 -2.335 -4.913 -0.155 0.034 0.533 0.00
H -2.381 -2.735 -7.016 -0.202 0.211 -0.108 0.00
H -2.437 -2.783 -5.255 0.031 -0.028 0.060 0.00
H -2.928 -1.285 -6.051 0.755 0.170 -0.230 0.00
H -4.445 -3.808 -6.207 -0.658 -0.026 0.014 0.00
H -4.933 -2.250 -6.955 -0.004 -0.219 -0.173 0.00
H -5.306 -1.426 -5.039 -0.088 0.095 0.302 0.00
C -0.461 -5.456 -0.251 0.414 -0.839 1.217 0.00
C 0.013 -5.246 -1.629 0.547 1.259 -0.939 0.00
O -1.033 -5.340 -2.546 -0.294 -0.650 -0.764 0.00
H -0.717 -6.511 -0.150 -0.085 -0.052 0.280 0.00
H -1.330 -4.882 0.073 -0.005 0.297 -0.322 0.00
H 0.372 -5.229 0.415 -0.061 -0.085 0.382 0.00
H 0.834 -5.908 -1.905 -0.307 -0.475 -0.004 0.00
H 0.460 -4.261 -1.765 0.219 0.485 0.313 0.00
H -1.672 -4.671 -2.288 -0.452 0.124 -0.260 0.00
C 0.168 4.339 1.985 1.507 0.159 0.276 0.00
C 1.167 4.476 0.803 -0.442 -0.856 -0.213 0.00
O 2.150 3.419 0.750 -0.568 -0.742 2.033 0.00
H 0.654 4.674 2.902 0.030 0.222 0.131 0.00
H -0.086 3.303 2.208 -0.226 -0.137 -0.500 0.00
H -0.727 4.950 1.873 0.075 -0.128 -0.288 0.00
H 1.765 5.387 0.788 -0.648 0.405 0.143 0.00
H 0.586 4.355 -0.111 -0.032 0.493 -0.212 0.00
H 2.552 3.477 -0.120 0.168 0.255 -0.682 0.00
C 3.493 1.448 -1.670 0.868 0.440 -0.142 0.00
C 4.186 2.838 -1.753 -0.628 -1.067 -0.477 0.00
O 3.201 3.828 -1.639 -0.313 0.512 0.254 0.00
H 4.263 0.680 -1.748 -0.058 -0.255 0.233 0.00
H 2.812 1.277 -2.503 0.036 0.275 -0.147 0.00
H 2.896 1.326 -0.767 0.207 0.048 0.147 0.00
H 4.657 2.935 -2.732 0.290 -0.097 0.112 0.00
H 4.936 3.045 -0.990 0.111 -0.448 0.143 0.00
H 3.099 4.249 -2.495 -0.252 0.615 -0.327 0.00
C -2.978 5.298 -2.373 -0.550 -0.412 0.267 0.00
C -2.411 4.829 -3.690 1.525 -0.324 1.011 0.00
O -2.937 5.644 -4.670 -0.574 0.768 -1.329 0.00
H -4.015 4.964 -2.372 -0.270 0.499 0.225 0.00
H -2.894 6.383 -2.322 -0.249 -0.050 -0.061 0.00
H -2.542 4.903 -1.455 0.360 -0.305 -0.216 0.00
H -2.573 3.773 -3.908 -0.368 -0.141 0.123 0.00
H -1.326 4.940 -3.674 0.350 -0.009 0.085 0.00
H -2.239 5.873 -5.288 -0.196 0.001 -0.135 0.00
C 3.596 3.221 -5.508 -0.320 -1.142 0.492 0.00
C 2.385 3.925 -4.927 0.807 -0.388 -0.913 0.00
O 2.832 5.040 -4.152 -0.897 -0.327 0.137 0.00
H 4.232 3.840 -6.141 -0.315 -0.096 -0.275 0.00
H 3.196 2.320 -5.973 0.278 0.124 -0.840 0.00
H 4.236 2.781 -4.743 0.053 0.359 0.305 0.00
H 1.776 3.200 -4.386 0.192 0.370 0.783 0.00
H 1.739 4.204 -5.759 -0.083 0.558 -0.003 0.00
H 3.257 5.610 -4.797 0.191 0.327 0.234 0.00
C 0.839 1.035 -7.456 -1.496 0.409 0.188 0.00
C -0.636 0.880 -7.948 0.439 -0.880 1.107 0.00
O -1.125 1.918 -8.740 0.286 0.319 -0.836 0.00
H 0.996 0.386 -6.594 0.148 -0.245 -0.094 0.00
H 0.944 2.058 -7.096 0.239 0.120 -0.107 0.00
H 1.563 0.824 -8.243 -0.045 0.023 0.037 0.00
H -1.386 0.840 -7.158 0.509 0.047 0.662 0.00
H -0.723 -0.114 -8.386 -0.054 -0.059 -0.632 0.00
H -0.667 1.874 -9.582 -0.037 0.227 -0.234 0.00
C 1.849 -3.700 -5.328 0.145 0.609 0.523 0.00
C 0.755 -2.774 -4.838 -0.678 -0.263 0.222 0.00
O 1.235 -1.591 -4.206 0.710 -0.030 -0.528 0.00
H 1.432 -4.584 -5.811 -0.053 0.072 0.046 0.00
H 2.445 -4.005 -4.468 0.186 -0.161 -0.099 0.00
H 2.483 -3.166 -6.036 0.113 -0.103 -0.047 0.00
H 0.120 -3.271 -4.104 -0.043 -0.402 -0.094 0.00
H 0.111 -2.532 -5.684 -0.138 0.283 -0.203 0.00
H 0.528 -1.291 -3.630 -0.131 -0.011 0.192 0.00
C -0.495 1.204 5.694 0.703 -0.453 0.964 0.00
C -2.016 1.261 5.526 0.310 -0.011 -0.529 0.00
C -2.249 1.373 4.008 -0.844 1.049 -0.001 0.00
C -3.715 1.140 3.576 1.415 0.061 0.321 0.00
C -4.113 -0.213 4.048 -0.396 -1.680 -0.147 0.00
C -3.881 -0.556 5.567 -0.610 1.089 -0.806 0.00
N -2.580 -0.016 6.007 0.549 0.051 -2.271 0.00
O -2.276 -0.302 7.323 -0.207 0.279 0.841 0.00
C -5.041 0.104 6.279 -1.509 -0.129 1.186 0.00
C -3.886 -2.061 5.826 0.095 -0.297 0.221 0.00
C -2.551 2.539 6.186 -0.671 -0.022 1.029 0.00
H -0.210 0.709 6.622 -0.236 -0.053 0.251 0.00
H -0.001 2.170 5.797 -0.258 0.275 -0.413 0.00
H 0.015 0.620 4.927 -0.184 0.058 -0.349 0.00
H -1.976 2.404 3.782 0.122 0.207 -0.212 0.00
H -1.545 0.767 3.438 -0.223 -0.468 0.094 0.00
H -3.781 1.159 2.488 -0.071 0.181 -0.078 0.00
H -4.418 1.874 3.971 0.277 0.299 0.027 0.00
H -3.693 -0.990 3.410 0.804 -0.073 0.072 0.00
H -5.155 -0.314 3.743 -0.473 -0.226 0.812 0.00
H -4.951 0.140 7.364 0.511 0.142 0.082 0.00
H -5.375 1.086 5.943 0.656 0.229 -0.181 0.00
H -5.958 -0.475 6.169 -0.006 -0.399 -0.323 0.00
H -4.812 -2.578 5.577 -0.204 0.408 -0.281 0.00
H -3.085 -2.579 5.299 0.140 0.173 -0.030 0.00
H -3.755 -2.247 6.892 0.120 0.071 0.039 0.00
H -2.602 2.445 7.270 -0.012 -0.373 0.138 0.00
H -3.572 2.759 5.873 0.003 -0.014 -0.127 0.00
H -1.960 3.446 6.063 0.240 -0.178 -0.595 0.00
H -1.571 -0.949 7.250 0.054 -0.255 0.200 0.00
C 0.524 -0.970 -0.160 -0.005 -0.087 0.602 0.00
C -0.913 -0.474 -0.423 0.682 -0.432 0.905 0.00
C -0.982 0.933 0.235 -1.988 0.796 -0.320 0.00
C -2.194 1.749 -0.288 0.713 -1.755 0.418 0.00
C -2.104 1.770 -1.795 0.055 1.084 0.187 0.00
C -2.042 0.435 -2.572 1.316 0.959 -0.524 0.00
N -1.106 -0.509 -1.867 -0.212 2.309 -0.735 0.00
O -1.030 -1.790 -2.460 -0.235 0.875 0.828 0.00
C -3.475 -0.014 -2.839 1.149 -1.670 0.517 0.00
C -1.359 0.784 -3.944 -0.662 -0.600 0.023 0.00
C -1.970 -1.330 0.332 0.262 0.087 0.405 0.00
H 0.790 -0.807 0.884 -0.370 -0.435 0.480 0.00
H 1.293 -0.353 -0.625 -0.328 -0.045 -0.796 0.00
H 0.644 -2.021 -0.422 0.148 0.025 -0.046 0.00
H -1.260 0.790 1.279 0.737 -0.276 0.228 0.00
H -0.142 1.626 0.187 0.632 -0.621 -0.310 0.00
H -2.210 2.704 0.238 0.019 0.323 -0.518 0.00
H -3.081 1.223 0.066 -0.358 0.046 -0.225 0.00
H -1.215 2.342 -2.063 0.208 0.140 0.031 0.00
H -2.948 2.378 -2.120 -0.063 -0.221 -0.611 0.00
H -4.044 0.694 -3.441 0.003 -0.028 0.316 0.00
H -3.370 -0.968 -3.356 -0.438 0.017 -0.399 0.00
H -3.893 -0.285 -1.870 -0.690 0.396 -0.044 0.00
H -2.010 1.478 -4.478 0.176 0.379 0.012 0.00
H -0.333 1.146 -3.877 -0.141 0.354 0.440 0.00
H -1.273 -0.062 -4.625 -0.238 -0.446 0.224 0.00
H -1.968 -2.389 0.076 -0.010 0.044 -0.398 0.00
H -2.966 -0.900 0.228 -0.105 -0.160 -0.404 0.00
H -1.814 -1.321 1.411 0.352 0.085 0.078 0.00
H -1.853 -2.184 -2.162 -0.538 -1.050 -0.307 0.00
C 3.242 1.197 5.857 -0.952 -0.470 -0.897 0.10
C 3.680 2.065 4.635 1.974 0.410 1.821 -0.01
C 5.162 2.382 4.931 2.605 -0.548 -0.340 0.03
C 6.232 1.227 4.682 -1.235 1.751 1.080 -0.01
C 5.918 0.486 3.429 0.696 -0.591 -0.975 0.04
C 4.425 0.162 2.984 3.118 -0.055 0.521 -0.04
N 3.597 1.313 3.382 -0.915 -1.652 0.653 0.63
O 2.344 1.284 2.858 1.025 -0.416 0.546 0.08
C 4.522 -0.018 1.416 -0.927 0.288 1.020 0.03
C 4.075 -1.174 3.731 -1.471 0.658 -1.423 0.10
C 2.966 3.385 4.576 -0.765 1.024 -0.966 0.02
H 2.334 0.678 5.547 0.098 -0.552 0.179 0.00
H 2.909 1.772 6.721 0.444 0.512 -0.244 0.00
H 4.059 0.534 6.141 -0.340 -0.104 0.024 0.00
H 5.543 3.228 4.359 -0.464 0.140 -0.372 0.00
H 5.349 2.681 5.962 -0.813 0.090 0.121 0.00
H 6.429 0.653 5.588 -0.941 -0.697 -0.038 0.00
H 7.227 1.669 4.633 -0.092 0.458 -0.597 0.00
H 6.526 -0.412 3.526 -0.605 -0.634 -0.440 0.00
H 6.390 0.963 2.570 -0.092 0.511 0.062 0.00
H 4.736 0.927 0.916 0.135 0.127 0.223 -0.01
H 5.347 -0.701 1.216 -0.143 -0.028 0.082 0.00
H 3.601 -0.385 0.963 -0.008 -0.248 0.170 0.00
H 3.040 -1.361 3.445 -0.321 -0.263 0.521 -0.01
H 4.621 -1.962 3.213 0.362 0.128 0.342 0.00
H 4.200 -1.168 4.814 0.154 0.046 -0.319 0.00
H 1.879 3.398 4.656 0.024 -0.526 0.415 0.00
H 3.122 3.877 3.616 0.325 -0.050 -0.247 0.00
H 3.396 4.079 5.298 -0.109 -0.296 0.226 0.00
H 2.431 1.980 2.202 -1.024 1.344 -1.618 0.04